21
Properties=species:S:1:pos:R:3:forces:R:3:mulliken_charge:R:1 method="wB97M-V/def2-TZVPD" smiles=CCCO.O.O.O gap_ha=0.4051 e_above_lowest_ev=1.536 total_charge=0 homo_energy_ev=-10.250
C -3.21955 1.80671 0.43132 0.234 -0.878 -1.408 -1.17
C -1.96405 1.15990 -0.22818 0.600 1.022 0.765 -0.39
C -0.73509 1.32171 0.69540 -0.936 -2.299 0.749 -0.37
O 0.00718 0.07208 0.79087 0.317 0.711 -0.521 -0.58
H -2.95587 2.81347 0.74426 -0.317 0.207 -0.213 0.31
H -3.91554 1.75573 -0.40932 -0.480 0.816 0.326 0.35
H -3.73096 1.30906 1.25562 0.595 -0.355 0.118 0.34
H -1.80406 1.69535 -1.16435 0.026 0.009 -0.114 0.29
H -2.05156 0.10755 -0.49377 -0.301 -0.041 0.289 0.31
H -1.16225 1.29807 1.69099 0.068 0.736 0.375 0.26
H -0.10901 2.20379 0.57895 0.060 0.015 -0.377 0.34
H 0.32324 -0.17440 -0.08805 -0.186 0.092 0.049 0.28
O 3.56798 -0.05884 2.47303 0.201 -0.724 0.035 -0.59
H 4.33359 -0.23786 3.02741 -0.001 -0.100 -0.028 0.29
H 3.43831 0.87533 2.56056 -0.188 0.801 0.001 0.31
O -0.79143 -4.20460 -3.19430 -0.983 0.620 1.132 -0.63
H -0.62577 -4.67609 -3.98746 0.380 -0.692 -1.184 0.31
H -1.76134 -4.23453 -3.10851 0.606 0.079 0.056 0.32
O 2.36177 0.60178 -0.72598 0.410 -0.414 -1.140 -0.63
H 1.91067 0.88820 0.06381 -0.105 -0.451 0.573 0.33
H 2.37587 -0.37351 -0.77295 -0.001 0.847 0.516 0.31


49
Properties=species:S:1:pos:R:3:forces:R:3:mulliken_charge:R:1 method="wB97M-V/def2-TZVPD" smiles="O=C(c1cc(COc2ccc(F)cc2F)on1)N1CC[C@@H]2CCCC[C@H]2C1" gap_ha=0.3508 e_above_lowest_ev=1.015 total_charge=0 homo_energy_ev=-8.836
O 0.50586 -0.83793 -2.46971 0.330 -0.149 0.078 -0.75
C 0.10814 -0.61354 -1.33503 -0.423 0.210 -0.252 0.28
C 1.00862 -0.91640 -0.19215 0.918 -0.355 0.551 0.71
C 2.29663 -1.49558 -0.37045 0.132 -0.036 0.705 -0.28
C 2.78461 -1.60219 0.89682 -0.277 0.007 -1.021 0.19
C 4.07803 -2.11876 1.44072 -0.144 -0.076 0.334 -0.79
O 5.16611 -1.86904 0.58538 0.107 -0.105 -0.221 -0.41
C 5.54471 -0.58111 0.36274 0.203 0.266 -0.105 0.22
C 4.97700 0.54918 0.93923 0.095 -0.308 -0.055 -0.20
C 5.45605 1.81540 0.64223 0.240 0.215 -0.173 -0.89
C 6.50981 1.95330 -0.23750 -0.178 -0.211 0.136 0.40
F 6.97619 3.18274 -0.52618 0.011 -0.026 -0.018 -0.32
C 7.10505 0.85390 -0.83359 -0.117 0.039 0.095 -0.58
C 6.61349 -0.39571 -0.52478 -0.165 -0.022 0.126 0.57
F 7.17955 -1.47461 -1.09084 -0.094 0.085 0.078 -0.30
O 1.87178 -1.12325 1.76388 0.672 -0.258 0.128 -0.28
N 0.78111 -0.70870 1.08202 -0.827 0.361 -0.220 -0.35
N -1.10940 -0.09850 -1.07853 -0.027 -0.056 -0.176 0.24
C -1.99287 0.17527 -2.19281 -0.156 -0.121 -0.532 -1.01
C -3.32473 -0.55282 -2.01854 0.178 0.063 0.111 -1.00
C -3.91931 -0.34111 -0.61167 -0.124 0.368 -0.261 0.66
C -5.37058 0.13756 -0.67029 0.028 -0.350 0.319 -1.23
C -5.94151 0.30775 0.73466 -0.038 0.292 -0.162 -0.68
C -5.09365 1.28553 1.54237 0.013 -0.285 0.146 -0.75
C -3.64389 0.81275 1.59893 0.004 0.326 -0.225 -1.07
C -3.07748 0.65818 0.18762 0.138 -0.482 0.207 0.28
C -1.62706 0.18111 0.24532 -0.213 0.262 0.548 -1.24
H 2.75007 -1.77120 -1.29760 0.142 -0.061 -0.198 0.55
H 4.03858 -3.21080 1.51945 -0.003 0.223 0.071 0.34
H 4.24447 -1.70141 2.44308 -0.008 -0.057 -0.099 0.40
H 4.15360 0.46106 1.62853 -0.096 -0.042 0.067 0.41
H 5.01215 2.68906 1.09096 -0.028 0.102 0.030 0.43
H 7.92777 0.96552 -1.52028 0.090 -0.009 -0.073 0.47
H -2.15233 1.25565 -2.27245 0.027 -0.052 -0.044 0.35
H -1.48510 -0.16337 -3.09793 -0.106 0.163 0.144 0.47
H -3.16982 -1.61731 -2.19825 -0.007 -0.016 -0.082 0.31
H -4.01526 -0.18784 -2.78032 -0.043 -0.022 -0.052 0.44
H -3.89832 -1.29318 -0.07012 0.025 -0.008 0.064 0.33
H -5.97165 -0.58243 -1.22961 -0.018 0.030 -0.112 0.39
H -5.41463 1.09342 -1.19796 0.008 0.052 -0.114 0.37
H -6.97021 0.66808 0.67518 -0.052 -0.069 0.048 0.34
H -5.95552 -0.66095 1.23915 -0.053 -0.068 0.038 0.34
H -5.49282 1.37689 2.55414 -0.014 0.091 0.006 0.39
H -5.13601 2.27255 1.07630 -0.021 0.090 0.014 0.33
H -3.03913 1.52622 2.16219 0.063 -0.029 0.078 0.42
H -3.59486 -0.14745 2.11715 0.057 -0.080 0.050 0.34
H -3.12191 1.63561 -0.30199 -0.016 0.046 -0.042 0.29
H -1.00106 0.93499 0.73498 -0.129 -0.089 0.044 0.44
H -1.57025 -0.72657 0.85551 -0.101 0.153 0.020 0.44


77
Properties=species:S:1:pos:R:3:forces:R:3:mulliken_charge:R:1 method="wB97M-V/def2-TZVPD" gap_ha=0.2608 total_charge=+1 homo_energy_ev=-9.974
O -5.83524 -1.49854 -0.44469 1.311 -0.674 0.420 -0.33
P -5.89595 -2.68897 -1.49417 -3.421 -0.334 -1.175 0.16
O -5.29909 -4.00997 -0.80626 1.111 0.773 0.147 -0.41
N -4.72046 -2.21243 -2.88569 1.034 -0.072 0.335 0.09
C -4.14355 -0.82363 -2.95976 1.676 0.410 -1.345 -0.58
C -2.60777 -0.98316 -3.16657 0.013 -0.920 0.499 -0.49
C -2.31095 -2.47908 -2.74556 -0.456 1.895 -0.424 -0.34
C -3.58223 -3.11603 -3.26731 0.963 -0.076 -0.668 -0.82
H -5.34866 -1.70908 0.37123 0.068 0.349 0.090 0.33
H -5.65102 -4.76436 -1.29608 -0.059 -0.289 0.223 0.38
H -5.34063 -2.27436 -3.68802 -0.516 -0.050 0.340 0.46
H -4.48865 -0.44257 -3.91588 -0.580 0.635 0.418 0.20
H -4.30782 -0.16581 -2.11722 -0.763 -0.296 0.138 0.37
H -2.31135 -0.85808 -4.20586 -0.226 -0.005 -0.106 0.34
H -2.07463 -0.20570 -2.62716 0.155 -0.231 0.274 0.33
H -2.14837 -2.51456 -1.67120 0.054 -0.482 0.021 0.34
H -1.46659 -2.81312 -3.33999 0.213 -0.312 0.418 0.25
H -3.50719 -2.97102 -4.34778 -0.107 -0.361 -0.086 0.35
H -3.73248 -4.17861 -3.09904 -0.323 0.093 0.448 0.38
O 1.13265 0.19792 -4.42418 -2.354 1.904 2.123 -0.91
P 2.07988 0.44331 -3.27463 5.129 -2.819 -2.368 0.99
N 3.19195 1.51773 -3.99181 -0.299 0.112 -0.268 0.03
C 4.57204 1.66244 -3.57732 0.121 0.015 0.603 -0.85
C 2.62656 2.82327 -4.32216 -0.422 -0.039 -0.144 -1.13
N 2.73104 -1.17448 -3.23688 0.664 -0.180 0.018 0.25
C 3.83091 -1.53941 -4.12047 0.148 0.231 -0.085 -1.18
C 1.67698 -2.17086 -3.33768 -0.190 -0.001 0.192 -1.29
N 2.57853 0.73633 -1.60476 -2.895 0.761 0.300 0.07
C 3.29504 -0.25515 -0.81153 0.183 -0.380 -0.046 -0.80
C 1.46129 1.27899 -0.79849 0.061 0.409 -0.204 -1.18
H 4.68349 2.25405 -2.65845 -0.021 -0.009 -0.005 0.30
H 5.12790 2.16624 -4.37009 -0.112 0.029 -0.062 0.36
H 5.06151 0.70526 -3.42231 -0.118 -0.011 0.078 0.18
H 2.50814 3.45398 -3.42880 0.114 0.072 -0.057 0.34
H 1.64942 2.71032 -4.79191 0.006 -0.095 0.025 0.31
H 3.26558 3.34747 -5.03325 0.104 -0.055 0.047 0.37
H 3.68479 -1.18650 -5.14892 0.043 -0.034 -0.015 0.33
H 3.94315 -2.62428 -4.14477 -0.162 -0.024 0.031 0.40
H 4.78317 -1.16088 -3.74848 -0.029 0.056 -0.064 0.29
H 1.33950 -2.32764 -4.36965 -0.061 0.027 0.017 0.38
H 0.80726 -1.87001 -2.74471 0.018 -0.023 -0.005 0.25
H 2.03157 -3.12366 -2.93522 0.075 0.021 -0.001 0.51
H 2.72052 -1.16384 -0.61975 0.027 -0.024 0.024 0.26
H 3.53632 0.20387 0.15138 -0.156 0.171 -0.051 0.35
H 4.24117 -0.52232 -1.27450 -0.098 -0.071 -0.125 0.24
H 0.69635 0.52079 -0.59854 0.015 0.018 0.189 0.34
H 0.98580 2.11137 -1.32901 0.015 -0.046 -0.024 0.36
H 1.81815 1.66693 0.15513 0.051 -0.063 0.006 0.39
O 0.29243 0.05833 2.57904 -0.513 -2.925 1.244 -0.80
P -0.12551 0.52643 3.94100 0.399 5.766 -0.316 0.76
N -1.63273 1.26148 3.60400 0.009 -0.084 -0.416 0.18
C -2.24904 2.27920 4.42998 -0.019 -0.085 0.584 -0.82
C -2.64246 0.33574 3.11142 0.175 -0.287 -0.238 -1.25
N 1.08488 1.75430 4.18549 -0.381 0.421 0.114 0.22
C 0.85146 3.09371 3.66314 -0.226 0.092 -0.066 -1.17
C 2.41524 1.29679 3.79590 0.007 -0.272 0.127 -1.00
N -0.39113 0.29868 5.66625 0.506 -2.735 -0.829 0.04
C 0.32406 1.07472 6.67271 0.249 0.340 0.036 -0.87
C -0.34779 -1.13463 6.03714 -0.372 -0.026 -0.158 -1.05
H -2.71653 1.86962 5.33594 0.021 -0.019 -0.008 0.31
H -3.02525 2.78501 3.85163 0.008 -0.082 -0.081 0.36
H -1.54593 3.04831 4.73365 0.048 -0.130 0.047 0.16
H -3.06164 -0.28247 3.91978 -0.127 0.069 -0.017 0.34
H -2.21569 -0.33043 2.36021 0.118 0.020 0.043 0.31
H -3.46008 0.88142 2.63475 0.007 0.110 0.100 0.41
H 0.47010 3.08932 2.63311 0.021 0.061 0.012 0.32
H 1.78054 3.66461 3.67962 0.094 -0.146 -0.022 0.43
H 0.16008 3.65411 4.29249 -0.015 -0.025 -0.088 0.30
H 2.57233 1.33895 2.71212 0.002 -0.063 -0.003 0.12
H 2.58052 0.26519 4.11429 -0.003 0.000 -0.034 0.36
H 3.17171 1.91253 4.28659 -0.058 0.066 0.010 0.42
H 1.40236 0.90125 6.67621 0.017 0.034 0.008 0.29
H -0.07087 0.79056 7.65180 -0.096 -0.166 -0.105 0.41
H 0.13553 2.13871 6.55949 0.092 -0.014 -0.149 0.24
H 0.66738 -1.54190 5.98737 -0.002 -0.031 0.108 0.35
H -0.97840 -1.71728 5.35855 0.049 0.020 -0.010 0.34
H -0.73358 -1.28447 7.04507 -0.011 0.086 0.010 0.37


47
Properties=species:S:1:pos:R:3:forces:R:3:mulliken_charge:R:1 method="wB97M-V/def2-TZVPD" s2=0.7750 gap_ha="0.3275 / 0.3353" total_charge=0 homo_energy_ev="-9.311 / -9.313" spin_multiplicity=2
O 1.38500 0.36072 -0.49779 0.136 0.153 0.071 -0.22
V 0.08280 1.00630 -0.01575 0.814 -0.483 -0.862 0.44
Br 0.94258 3.52505 0.10582 -0.644 -1.194 0.299 -0.56
C -2.00314 -2.22679 -2.17167 1.300 0.576 0.263 0.61
F -3.04109 -1.39094 -2.24049 -0.130 -0.140 -0.097 -0.23
F -2.34816 -3.41936 -2.60903 -0.158 -0.084 0.105 -0.21
F -1.02328 -1.74336 -2.97806 -0.457 -0.125 0.077 -0.23
S -1.33030 -2.23659 -0.42914 -0.263 -2.059 0.234 1.13
O -0.09719 -3.01419 -0.44359 -1.108 0.614 -0.140 -0.80
O -1.09833 -0.80857 -0.20203 0.112 1.554 0.259 -0.07
O -2.43470 -2.78479 0.33604 0.864 0.692 -0.412 -0.68
C 2.57750 1.12705 3.09834 0.303 1.095 -0.111 -1.13
C 1.09578 0.88616 3.22947 0.015 0.627 -0.654 -0.35
O 0.61175 0.08980 2.10013 -0.280 0.327 0.734 -0.13
H 2.98429 1.59579 4.00034 -0.103 -0.476 0.222 0.38
H 2.76219 1.91684 2.36284 -0.081 -0.412 -0.364 0.23
H 3.13548 0.23446 2.82775 -0.006 -0.064 0.129 0.25
H 0.54436 1.82540 3.12023 0.163 -0.018 0.390 0.23
H 0.86030 0.43050 4.19313 -0.279 -0.263 -0.258 0.45
H 0.47191 -0.79612 2.45588 -0.126 -0.104 -0.742 0.17
C -1.78595 2.89595 -3.55036 0.091 0.988 -0.136 -1.21
C -1.68105 1.61423 -2.76779 0.400 -0.306 0.955 0.11
O -0.37009 1.46724 -2.14068 -0.473 -0.027 0.409 -0.30
H -2.55051 3.57990 -3.17306 -0.375 -0.438 -0.109 0.30
H -1.93803 2.73202 -4.61488 -0.028 0.038 0.005 0.35
H -0.90654 3.53336 -3.41422 0.285 -0.446 -0.122 0.36
H -1.85045 0.70238 -3.33639 -0.164 0.158 -0.179 0.27
H -2.35002 1.60784 -1.90687 -0.112 -0.067 -0.184 0.08
H 0.31374 1.40214 -2.81690 0.146 -0.076 0.265 0.18
C 4.64478 -2.66526 -0.43694 -0.498 -0.494 -0.138 -0.92
C 3.39919 -3.36236 -0.99363 -0.359 0.233 1.145 -0.25
O 2.46611 -2.35083 -1.34941 -0.025 -0.259 -0.619 -0.44
H 4.28729 -1.86874 0.21259 0.178 0.094 0.051 0.15
H 5.24730 -2.24475 -1.23982 0.039 0.083 0.030 0.26
H 5.24374 -3.36713 0.14570 0.119 0.045 -0.069 0.35
H 2.90892 -3.95049 -0.20662 0.360 -0.124 0.115 0.27
H 3.65312 -4.08794 -1.77264 -0.118 0.339 -0.415 0.28
H 1.56783 -2.63918 -1.10186 0.419 0.122 -0.166 0.44
C -2.73894 1.31691 2.98271 -0.898 0.043 -1.007 -1.08
C -2.89341 1.07250 1.48376 0.409 -0.296 0.035 -0.01
O -1.83899 1.76089 0.73570 -0.503 0.052 0.254 0.05
H -1.74874 1.00059 3.29086 0.059 0.306 0.264 0.12
H -3.50297 0.74583 3.51111 0.115 -0.185 0.025 0.42
H -2.99825 2.36298 3.15377 0.595 0.075 0.405 0.37
H -3.84156 1.43612 1.08949 -0.091 -0.111 0.104 0.41
H -2.76510 0.02379 1.22702 -0.135 0.032 -0.005 -0.01
H -2.04920 2.70464 0.74696 0.497 0.002 -0.055 0.17


16
Properties=species:S:1:pos:R:3:forces:R:3:mulliken_charge:R:1 method="wB97M-V/def2-TZVPD" smiles=CC[C@H]1C[C@H]1O gap_ha=0.3277 e_above_lowest_ev=4.127 total_charge=0 homo_energy_ev=-7.889
C 0.25552 1.80398 1.14748 -0.118 -0.100 0.062 -1.17
C 0.57894 0.93167 -0.06284 -0.259 -0.304 0.090 -0.25
C -0.50557 -0.06435 -0.54020 -0.643 0.163 -0.538 -0.22
C -0.06502 -1.12589 -1.44798 0.410 0.278 -0.276 -0.63
C -0.55876 -1.80967 -0.23067 1.028 0.777 0.317 -0.36
O 0.14419 -1.61766 0.99075 0.675 -1.205 0.964 -0.54
H 0.16728 1.19280 2.04976 -0.024 0.089 -0.033 0.28
H -0.68455 2.34827 1.00067 0.091 -0.107 0.054 0.31
H 1.03915 2.55113 1.32980 -0.138 -0.219 -0.107 0.34
H 0.69520 1.59762 -0.94429 -0.152 -0.307 0.212 0.29
H 1.56306 0.46247 0.06299 -0.411 -0.160 0.024 0.25
H -1.50128 0.33673 -0.53171 -0.259 0.273 -0.854 0.38
H -0.74966 -1.21726 -2.29387 0.160 -0.611 0.151 0.27
H 0.98159 -1.20969 -1.71509 0.203 0.346 -0.218 0.29
H -0.78541 -2.89918 -0.36011 -1.366 1.282 0.103 0.39
H -0.57470 -1.28097 1.54531 0.802 -0.195 0.048 0.37


13
Properties=species:S:1:pos:R:3:forces:R:3:mulliken_charge:R:1 method="wB97M-V/def2-TZVPD" gap_ha=0.2769 e_above_lowest_ev=3.512 total_charge=0 homo_energy_ev=-7.153
N 0.00375 -1.32575 -0.24034 0.424 0.464 0.691 -0.39
C -1.29869 -0.45555 -0.32123 -0.186 0.570 0.272 0.26
O -2.36505 -1.00970 -0.56304 0.487 -0.446 0.133 -0.69
C -0.91134 0.83887 -0.09318 -0.503 0.264 -0.196 -0.51
C 0.53807 1.20783 -0.12078 -0.100 -0.345 -0.021 -0.38
C 1.09814 0.00728 0.56045 -0.351 -1.113 -0.637 -0.36
H -0.05917 -2.04307 0.48150 -0.362 0.338 0.186 0.29
H 0.03457 -1.91884 -1.11297 0.780 1.220 0.635 0.31
H -1.66141 1.58048 0.11672 -0.172 0.140 -0.330 0.41
H 0.98777 1.35071 -1.11553 -0.189 -0.020 0.118 0.20
H 0.68207 2.15116 0.43116 0.245 -0.545 0.137 0.28
H 0.87562 0.01383 1.64534 -0.187 -0.587 -0.844 0.26
H 2.07567 -0.39725 0.33190 0.113 0.062 -0.145 0.31


no.,total energy (eV)
1,-11527.073
2,-35653.733
3,-63833.899
4,-140821.844
5,-7390.638
6,-7796.132